Entry 1:
Below is the molecule C4H6N2S at a distorted geometry, with properties calculated with ωB97M-V/def2-TZVPD.

The geometry in XYZ format:
```
13
Properties=species:S:1:pos:R:3:forces:R:3
C 0.5694 -1.6478 -1.2654 -1.681 0.468 0.210
C -0.1229 -0.3423 -0.8781 1.015 -1.400 -0.338
C -0.9505 0.4713 -1.5906 -0.662 0.228 0.757
C -1.4632 1.3427 -0.6057 0.268 1.895 0.750
N -0.8572 1.2221 0.5952 -0.630 -0.911 -1.567
N -0.0537 0.1459 0.3853 0.321 -0.035 0.395
S 1.1132 -0.3817 1.5397 -0.436 0.277 0.169
H 0.3970 -1.8720 -2.3250 0.109 0.117 0.334
H 0.1913 -2.4960 -0.6545 0.076 0.542 -0.392
H 1.5936 -1.5479 -1.0541 1.544 -0.073 0.043
H -1.1116 0.4684 -2.6503 -0.387 -0.221 -0.066
H -2.1786 2.1777 -0.7116 0.520 -0.688 -0.054
H 1.4772 0.8573 1.9355 -0.058 -0.197 -0.242
```
Forces are in eV/Å.

Properties
gap between HOMO and LUMO = 9.6 eV
SMILES = Cc1ccnn1S
ΔE to the lowest compared entry with this formula, charge and spin = 151.9 kJ/mol
HOMO = -8.93 eV
total charge = 0


Entry 2:
Below is a 3-piece molecular cluster, C6H6O2 overall at a distorted geometry, with properties calculated with ωB97M-V/def2-TZVPD.

The geometry in XYZ format:
```
14
Properties=species:S:1:pos:R:3:forces:R:3
C -1.3626 -1.9093 0.7053 1.745 -0.170 1.501
C -0.4363 0.3105 0.1671 -1.868 1.125 1.026
C -0.2398 1.6867 0.1451 -1.994 -0.667 -0.402
C 1.1694 1.9776 -0.4657 -3.136 -2.472 1.653
C 1.7131 0.8162 -0.7507 4.935 -2.166 -0.708
C 0.6179 -0.3283 -0.5907 -0.016 -3.045 -5.980
H -1.7961 -2.5635 1.9378 0.557 2.722 -3.895
H -0.1053 -1.8227 1.0536 -3.760 -1.395 -1.729
H -1.8542 -2.4612 -0.3320 2.084 1.341 3.431
H -1.1384 2.4638 0.3299 2.507 -1.901 -0.363
H 1.5398 2.9194 -0.3316 1.332 2.125 -0.147
H 3.1443 0.6440 -0.8874 -5.111 0.378 0.130
O -1.5824 -0.4038 0.4463 0.248 -1.077 0.803
O 0.3307 -1.3293 -1.4270 2.476 5.202 4.679
```
Forces are in eV/Å.

Properties
gap between HOMO and LUMO = 7.6 eV
ΔE to the lowest compared entry with this formula, charge and spin = 715.1 kJ/mol
HOMO = -8.79 eV
total charge = 0


Entry 3:
Below is an isolated ion of composition C8H13N2O5 and charge +1 at a distorted geometry, with properties calculated with ωB97M-V/def2-TZVPD.

The geometry in XYZ format:
```
28
Properties=species:S:1:pos:R:3:forces:R:3
C -2.8711 -0.0921 0.3912 -0.312 0.118 -1.192
C 1.1342 -1.1610 -0.6280 -0.196 2.372 0.381
C -0.1620 -0.4802 -1.1145 -0.357 -0.928 0.080
C 2.1503 -0.0823 -0.2813 -0.790 -0.696 1.879
C 0.3382 1.8408 -0.1970 -1.432 0.464 -2.957
C -0.5988 0.6234 -0.1926 -2.396 0.517 0.296
C -4.1678 0.4955 0.8753 -0.688 -1.418 0.056
C 3.1202 -0.4975 0.7986 1.235 -2.457 -3.854
N 0.2312 0.9742 1.0208 -1.215 -2.061 1.173
N -1.9530 0.8767 -0.0352 -0.161 1.835 0.369
O -2.5613 -1.2440 0.2957 -0.305 -0.923 0.698
O 0.9546 -1.8854 0.5366 -2.046 -1.119 0.242
O -0.0935 0.1576 -2.3412 0.688 0.897 -1.247
O 4.2853 0.2652 0.6972 -2.755 1.468 -2.663
O 1.4922 1.0684 0.3345 4.390 1.877 1.541
H 1.5805 -1.6189 -1.4798 0.154 -1.460 -0.587
H -0.9835 -1.1795 -1.1505 0.025 -0.654 0.242
H 2.6680 0.2533 -1.1323 0.567 0.938 -1.063
H 0.1878 2.8400 -0.4589 0.081 1.345 -0.114
H -4.4650 -0.2558 1.6580 0.086 1.350 -0.171
H -4.0097 1.5446 1.1692 -0.519 -0.599 0.357
H -5.0064 0.4093 0.1311 1.062 0.204 0.341
H 3.2488 -1.5753 0.4147 0.634 0.991 0.935
H 2.7490 -0.5800 1.7562 -1.202 0.119 2.021
H -2.3647 1.8312 0.0720 1.395 -0.896 -0.089
H -0.0089 -2.1172 0.6421 1.365 0.046 -0.131
H 0.2424 -0.3646 -3.0913 -0.217 -0.091 0.661
H 4.8630 -0.0465 1.3095 2.907 -1.240 2.797
```
Forces are in eV/Å.

Properties
2S+1 = 3
gap between HOMO and LUMO (spin up / spin down) = 7.2 / 5.6 eV
ΔE to the lowest compared entry with this formula, charge and spin = 41.3 kJ/mol
HOMO (spin up / spin down) = -9.97 / -13.88 eV
total charge = +1
⟨S²⟩ = 2.011